Density functional theory data (ωB97M-V/def2-TZVPD) for C16H25N3O2 in the gas phase.

Calculated values
F_max   0.07291 Eh/bohr
Energy above the lowest of the compared OMol25 structures with the same formula, charge and spin   43.78 kcal per mole
Total energy   -25561.9893 eV
SMILES   Cc1c(N2CCCC2)c(=O)n(C)c(=O)n1C1CCCCC1
Gap between HOMO and LUMO   8.86 eV

CARTESIAN COORDINATES (ANGSTROEM)
C -0.16 -2.01 -1.27
C -0.03 -0.91 -0.26
C 0.72 -1.08 0.89
N 1.48 -2.20 1.05
C 2.87 -2.05 1.39
C 2.99 -2.46 2.88
C 1.91 -3.51 3.05
C 0.98 -3.32 1.86
C 0.48 -0.13 1.96
O 1.11 -0.21 3.03
N -0.45 0.89 1.87
C -0.62 1.88 3.00
C -1.23 0.92 0.75
O -2.09 1.74 0.65
N -0.76 0.26 -0.39
C -0.84 0.99 -1.68
C -2.29 0.82 -2.25
C -2.36 1.68 -3.52
C -1.83 3.09 -3.27
C -0.37 3.15 -2.82
C -0.33 2.40 -1.53
H 0.46 -1.88 -2.19
H 0.21 -3.09 -0.98
H -1.24 -2.17 -1.50
H 3.22 -1.01 1.23
H 3.52 -2.68 0.68
H 4.00 -2.81 3.18
H 2.90 -1.66 3.59
H 2.44 -4.47 3.09
H 1.25 -3.35 3.93
H -0.02 -3.00 2.25
H 1.12 -4.23 1.32
H -1.49 2.59 2.66
H -0.77 1.44 3.99
H 0.15 2.62 3.08
H -0.12 0.42 -2.28
H -2.97 1.25 -1.52
H -2.53 -0.24 -2.52
H -3.45 1.66 -3.93
H -1.63 1.23 -4.28
H -2.47 3.64 -2.63
H -1.90 3.58 -4.22
H 0.02 4.16 -2.70
H 0.35 2.69 -3.55
H -0.94 2.98 -0.84
H 0.70 2.38 -1.24

Results of the Mulliken charge analysis, in e, for atoms 1 through 5:
1 C -1.2637
2 C 0.1572
3 C -0.6787
4 N 0.2660
5 C -0.7151